# 1
{"formula": "C20H42N4O6", "method": "ωB97M-V with the def2-TZVPD basis set", "elements": ["C", "N", "C", "C", "O", "H", "H", "H", "H", "H", "H", "H", "C", "N", "C", "C", "O", "H", "H", "H", "H", "H", "H", "H", "C", "N", "C", "C", "O", "H", "H", "H", "H", "H", "H", "H", "C", "C", "C", "O", "H", "H", "H", "H", "H", "H", "C", "C", "C", "O", "H", "H", "H", "H", "H", "H", "C", "C", "C", "O", "H", "H", "H", "H", "H", "H", "C", "C", "N", "H", "H", "H"], "positions_angstrom": [[6.2503, 1.2046, -6.3583], [5.2423, 1.6660, -7.3289], [3.9140, 2.1708, -6.9458], [5.7383, 1.8773, -8.5499], [5.0799, 2.3437, -9.4757], [5.6739, 0.7906, -5.5310], [6.7980, 2.0328, -5.9086], [6.9620, 0.4955, -6.7810], [3.8642, 3.0943, -6.3690], [3.3033, 2.3625, -7.8281], [3.3726, 1.3832, -6.4216], [6.7848, 1.5913, -8.7381], [-7.2462, 0.9852, 4.8451], [-8.1187, 1.0886, 3.7590], [-7.6577, 0.5833, 2.4565], [-9.3532, 1.5878, 3.9325], [-10.2119, 1.5856, 3.0749], [-6.9999, -0.0567, 5.0498], [-7.6440, 1.3998, 5.7714], [-6.3291, 1.5356, 4.6349], [-7.4496, -0.4867, 2.4497], [-8.3868, 0.7590, 1.6656], [-6.7266, 1.0742, 2.1734], [-9.4256, 2.1124, 4.8978], [1.2912, -3.8876, -3.9957], [0.6495, -3.2399, -5.1369], [1.4062, -3.2602, -6.3599], [-0.6285, -2.8188, -5.1414], [-1.2329, -2.5048, -6.1274], [2.2629, -3.4474, -3.7718], [1.4027, -4.9549, -4.1869], [0.7804, -3.6817, -3.0550], [0.9245, -2.8169, -7.2313], [2.3480, -2.7417, -6.1799], [1.6462, -4.3008, -6.5782], [-1.0673, -2.9257, -4.1373], [5.1023, 7.8454, 3.8478], [4.4298, 6.6300, 3.1493], [4.6561, 5.3112, 3.8579], [3.5863, 6.7815, 2.2760], [5.1809, 7.6855, 4.9231], [4.5886, 8.7635, 3.5627], [6.1398, 7.9137, 3.5206], [5.6778, 5.2425, 4.2314], [4.3138, 4.5574, 3.1489], [4.0098, 5.2545, 4.7338], [-4.1078, -7.5336, 1.3743], [-4.1287, -6.1666, 0.6618], [-3.7914, -4.9179, 1.4190], [-4.2591, -6.1310, -0.5748], [-4.8331, -7.4350, 2.1820], [-3.1310, -7.7735, 1.7943], [-4.4917, -8.3651, 0.7832], [-3.9410, -5.1055, 2.4822], [-4.5445, -4.2030, 1.0876], [-2.7895, -4.5923, 1.1390], [2.1093, -0.9246, 6.8263], [1.3510, -0.5141, 5.5267], [-0.1480, -0.5365, 5.5523], [2.0026, -0.2327, 4.5691], [3.1439, -1.1762, 6.5933], [1.5994, -1.8026, 7.2229], [2.2265, -0.1936, 7.6263], [-0.4857, -1.5201, 5.8787], [-0.5699, -0.4528, 4.5508], [-0.5607, 0.2315, 6.2065], [1.1378, 2.0659, -1.2416], [-0.0951, 1.3674, -0.8935], [-1.0007, 0.7677, -0.5838], [0.9974, 3.0589, -1.6686], [1.6345, 1.4398, -1.9828], [1.7730, 2.0600, -0.3558]], "forces_ev_per_a": [[-1.3, 0.6, 0.9], [1.0, 0.0, 0.8], [-0.3, -0.7, -0.4], [-1.3, 0.9, -2.3], [0.6, -0.2, 0.4], [0.3, -0.5, 0.0], [0.2, 0.2, -0.2], [-0.4, 0.0, 0.0], [0.6, 0.0, 0.2], [0.5, -0.1, -0.3], [0.2, 0.0, 0.3], [0.0, -0.2, 0.5], [1.5, -0.1, 1.1], [-0.5, -0.4, -1.5], [-0.1, 0.1, 0.1], [-0.2, 0.5, -1.0], [-0.3, 0.1, 0.3], [0.2, -0.1, 0.0], [-0.3, 0.1, -0.2], [0.3, -0.1, 0.1], [-0.1, -0.1, 0.4], [-0.1, 0.2, 0.4], [0.0, 0.2, 0.1], [-0.4, -0.2, 0.2], [-0.1, 0.7, 0.0], [0.6, 0.2, 0.4], [0.7, -0.3, -0.1], [0.2, -1.2, 0.9], [-0.7, 0.8, -0.8], [0.3, 0.0, -0.5], [0.0, -0.1, 0.2], [-0.6, -0.3, -0.3], [-0.3, 0.0, 0.5], [0.2, 0.1, -0.1], [0.1, -0.1, -0.3], [-0.3, 0.3, 0.1], [0.1, -0.7, -1.0], [-1.4, 1.4, 1.1], [-0.2, 0.2, -0.8], [1.4, -0.4, 0.7], [-0.4, 0.1, 0.0], [0.0, -0.1, 0.2], [0.1, 0.0, -0.2], [0.0, -0.4, -0.3], [0.5, -0.4, 0.3], [-0.2, 0.2, 0.0], [-1.0, 0.8, 0.2], [1.1, -1.6, -3.3], [-1.1, -0.4, 0.1], [-0.1, 0.1, 2.6], [0.2, -0.1, 0.5], [0.0, 0.2, 0.0], [0.3, 0.3, -0.4], [0.5, 0.3, 0.1], [0.3, 0.4, 0.1], [-0.1, 0.0, 0.2], [-0.2, -0.3, -0.4], [0.8, 0.0, 2.0], [-0.4, -0.5, -0.5], [0.3, 0.3, -1.3], [-0.2, -0.2, -0.4], [0.1, 0.0, 0.3], [-0.7, 0.3, -0.2], [0.0, 0.0, 0.5], [0.2, 0.4, 0.0], [0.1, -0.1, 0.1], [0.2, -0.6, -0.1], [1.8, 1.4, -0.6], [-2.0, -1.2, 0.6], [-0.1, -0.1, 0.3], [0.1, 0.1, -0.1], [0.0, 0.4, -0.1]], "homo_ev": -9.283, "gap_ev": 9.4035, "mol_weight_g_mol": 434.58, "e_lumo_ev": 0.12, "energy_ha": -1457.6396}

# 2
{"formula": "C2H7O2", "method": "ωB97M-V with the def2-TZVPD basis set", "elements": ["O", "H", "C", "O", "C", "H", "H", "H", "H", "H", "H"], "positions_angstrom": [[1.6764, 1.4133, 0.9523], [1.7062, 1.7810, 1.8451], [-1.0248, -0.5215, 0.0980], [-0.5456, 0.2016, 1.1600], [-0.0572, -0.5402, -1.0928], [-1.2393, -1.5792, 0.3794], [-1.9964, -0.0998, -0.2482], [0.7765, 0.8653, 0.9493], [-0.0396, 0.4474, -1.5325], [0.9291, -0.6494, -0.6568], [-0.1853, -1.3183, -1.8537]], "forces_ev_per_a": [[0.1, 0.0, 0.1], [-0.1, -0.2, -0.3], [-0.3, 0.1, 0.4], [0.1, -0.1, -0.4], [0.3, 0.1, 0.4], [0.0, 0.0, -0.1], [-0.1, -0.2, -0.2], [0.0, 0.2, 0.3], [-0.1, 0.3, -0.4], [0.4, -0.3, 0.0], [-0.3, 0.1, 0.0]], "homo_ev": -2.902, "gap_ev": 7.6608, "charge": -1, "mol_weight_g_mol": 63.08, "e_lumo_ev": 4.76, "energy_ha": -230.8798}

# 3
{"formula": "CHB2ClF8O3Pt", "method": "ωB97M-V with the def2-TZVPD basis set", "elements": ["Pt", "Cl", "B", "F", "F", "F", "F", "B", "F", "F", "F", "F", "O", "C", "O", "O", "H"], "positions_angstrom": [[-2.7351, -0.1460, -25.8469], [-1.8783, 0.9827, -27.9333], [-1.7272, -2.6994, -26.6475], [-1.1018, -2.0096, -25.6391], [-0.8977, -2.8375, -27.7659], [-2.0715, -3.9631, -26.2007], [-2.8331, -2.0293, -27.0531], [-2.0669, 1.8345, -24.2026], [-3.0208, 1.8694, -25.1316], [-2.7863, 1.7753, -22.9362], [-1.5015, 0.5933, -24.3708], [-1.1922, 2.8847, -24.3136], [-6.6115, -0.7534, -24.6951], [-5.2727, -0.5813, -24.9671], [-4.3402, -0.7405, -24.1614], [-4.9392, -0.1566, -26.1180], [-6.9087, -0.3654, -25.5213]], "forces_ev_per_a": [[-2.9, -0.4, -3.1], [0.0, -0.2, 0.3], [1.7, -1.8, -0.8], [1.0, 0.2, 1.0], [0.6, -0.1, -0.3], [-0.4, -0.9, 0.4], [-2.1, 0.7, -0.6], [-0.4, 1.0, 3.5], [-2.5, 1.9, -2.1], [1.1, 0.6, -0.4], [3.9, -0.7, 2.0], [0.3, 0.1, 0.3], [1.2, 0.2, -0.1], [2.8, 0.8, -0.3], [-1.2, -1.1, 1.5], [-2.2, -0.2, -1.1], [-0.9, 0.0, -0.3]], "homo_ev": [-1.608, -2.074], "gap_ev": [6.9251, 7.3838], "charge": -2, "s_squared": 2.00, "mol_weight_g_mol": 465.15, "e_lumo_ev": [5.32, 5.31], "energy_ha": -1693.0589, "spin_multiplicity": 3}

# 4
{"formula": "C3H5NO2", "method": "ωB97M-V with the def2-TZVPD basis set", "elements": ["O", "C", "N", "C", "C", "O", "H", "H", "H", "H", "H"], "positions_angstrom": [[2.0678, -0.8778, 0.1739], [0.8953, -0.6081, 0.2052], [-0.2378, -1.3326, -0.0323], [-1.1460, -0.1864, -0.0359], [0.1038, 0.7256, 0.3041], [0.5282, 1.6834, -0.7030], [-0.4185, -2.3287, 0.0615], [-1.9859, -0.3187, 0.6583], [-1.5220, 0.0549, -1.0350], [0.2172, 1.5261, 1.0349], [1.4979, 1.6624, -0.6316]], "forces_ev_per_a": [[-0.3, 0.1, 0.3], [0.4, 0.1, 0.1], [0.2, -0.1, 0.3], [-0.1, 0.5, 0.0], [0.4, 1.0, -1.0], [0.1, -0.9, -1.3], [0.1, 0.4, -0.3], [0.4, 0.5, 0.0], [0.0, 0.0, 0.1], [-0.9, -1.7, 2.0], [-0.3, 0.1, -0.3]], "homo_ev": -9.966, "gap_ev": 10.8399, "mol_weight_g_mol": 87.08, "e_lumo_ev": 0.87, "energy_ha": -322.5003}

# 5
{"formula": "C5H6O", "method": "ωB97M-V with the def2-TZVPD basis set", "elements": ["C", "C", "C", "C", "O", "C", "H", "H", "H", "H", "H", "H"], "positions_angstrom": [[1.3766, 0.1142, -0.3665], [0.2949, -0.6799, 0.3002], [0.6318, 0.6922, 0.7896], [-0.7358, 0.3737, 0.3759], [-1.2305, 0.7784, -0.9166], [-1.7113, -0.2554, -1.5569], [1.2221, 0.5280, -1.3635], [2.3971, -0.2051, -0.1632], [0.3343, -1.6482, 0.7719], [0.9627, 0.9761, 1.7740], [-1.5357, 0.3222, 1.1114], [-2.0060, -0.9962, -0.7562]], "forces_ev_per_a": [[0.2, 0.0, -0.1], [0.0, -0.3, 0.3], [0.1, 0.3, 0.3], [0.1, -0.3, 0.4], [0.1, -0.5, -0.4], [-1.1, 0.8, -0.3], [0.0, -0.1, 0.2], [-0.2, 0.0, 0.0], [0.1, 0.1, 0.1], [0.1, 0.2, -0.1], [0.2, 0.0, -0.1], [0.4, -0.1, -0.4]], "homo_ev": -8.451, "gap_ev": 9.0905, "mol_weight_g_mol": 82.10, "e_lumo_ev": 0.64, "energy_ha": -269.1468}

# 6
{"formula": "C12H9AuN2Se4", "method": "ωB97M-V with the def2-TZVPD basis set", "elements": ["Au", "C", "C", "C", "C", "C", "C", "N", "N", "C", "C", "C", "C", "C", "C", "H", "H", "H", "H", "H", "H", "H", "H", "H", "Se", "Se", "Se", "Se"], "positions_angstrom": [[-1.7207, -0.2235, -0.5124], [3.0464, -0.2972, -3.5900], [1.6736, -0.2581, -3.7822], [0.8180, -0.2474, -2.6948], [1.3334, -0.2968, -1.4018], [2.7204, -0.3399, -1.2097], [3.5652, -0.3364, -2.3009], [0.4384, -0.2469, -0.3225], [0.8863, -0.4330, 0.8322], [-0.0497, -0.3905, 1.8366], [0.3677, -0.3500, 3.1730], [-0.5698, -0.3239, 4.1849], [-1.9283, -0.3355, 3.8833], [-2.3570, -0.3523, 2.5553], [-1.4275, -0.4167, 1.5456], [3.7153, -0.2906, -4.4405], [1.2698, -0.2274, -4.7851], [-0.2568, -0.2033, -2.8359], [3.1037, -0.3680, -0.2007], [4.6358, -0.3627, -2.1449], [1.4308, -0.3102, 3.3798], [-0.2427, -0.2859, 5.2154], [-2.6580, -0.3437, 4.6833], [-3.4154, -0.3391, 2.3225], [-4.0419, -0.2880, -1.3272], [-4.9579, 1.4647, -0.1940], [-3.7491, 3.4594, -0.7669], [-1.6298, 2.9429, -1.1021]], "forces_ev_per_a": [[-1.0, 0.3, -0.4], [0.0, 0.0, 0.0], [0.1, 0.0, -0.1], [-0.2, 0.0, 0.3], [1.0, 0.1, -0.6], [-0.3, 0.0, 0.1], [0.0, 0.0, 0.0], [-0.3, -0.5, 0.9], [0.8, 0.4, -1.1], [-1.4, -0.2, 1.1], [0.4, 0.0, -0.5], [-0.1, 0.0, 0.1], [0.1, 0.0, -0.1], [-0.1, -0.2, 0.3], [0.5, 0.3, -0.2], [0.0, 0.0, 0.0], [0.0, 0.0, 0.0], [0.0, 0.0, 0.0], [0.1, 0.0, 0.0], [0.0, 0.0, 0.0], [0.0, -0.1, 0.1], [0.0, 0.0, 0.0], [0.0, 0.1, 0.0], [0.0, 0.0, 0.0], [0.5, -0.2, -0.1], [0.0, 0.3, 0.3], [0.0, -0.2, -0.1], [0.0, -0.1, 0.0]], "homo_ev": [-7.210, -7.973], "gap_ev": [5.8146, 6.0943], "s_squared": 2.01, "mol_weight_g_mol": 694.03, "e_lumo_ev": [-1.40, -1.88], "energy_ha": -10313.5548, "spin_multiplicity": 3}